ORCA calculation (ωB97M-V with the def2-TZVPD basis set) on C2H3FNP in the gas phase.

Values from the calculation:
SMILES string: C=P(F)=C=N
HOMO-LUMO gap (spin up / spin down) in eV: 7.6 / 7.6
E_HOMO (spin up / spin down) in eV: -8.242 / -8.243
Relative energy (zero: lowest compared OMol25 entry of this formula, charge and spin) in eV: 1.780
Calculated total energy in eV: -15615.732
Spin multiplicity: 1
Maximum force in eV/Å: 2.91
Net charge: 0

The geometry in XYZ format:
```
8
C2H3FNP ωB97M-V with the def2-TZVPD basis set
C 0.570 1.506 0.055
P -0.577 0.461 -0.563
F -1.944 0.536 0.370
C -0.415 -1.236 0.456
N 0.089 -2.097 -0.172
H 0.660 2.230 0.820
H 1.345 1.705 -0.700
H 0.272 -3.104 -0.266
```

ORCA calculation (ωB97M-V with the def2-TZVPD basis set) on 2 unconnected molecules or ions with the total composition C4H6ClN.

Values from the calculation:
SMILES string: C1=CN=CC1.Cl
HOMO-LUMO gap in eV: 10.3
E_HOMO in eV: -9.240
Relative energy (zero: lowest compared OMol25 entry of this formula, charge and spin) in eV: 1.271
Calculated total energy in eV: -18256.170
Spin multiplicity: 1
Maximum force in eV/Å: 3.54
Net charge: 0

The geometry in XYZ format:
```
12
C4H6ClN ωB97M-V with the def2-TZVPD basis set
C -0.599 -1.050 0.393
C 0.174 -0.839 -0.690
N 0.224 0.507 -1.157
C -0.526 1.139 -0.340
C -1.224 0.298 0.683
H -0.926 -1.798 1.082
H 0.831 -1.593 -1.174
H -0.583 2.322 -0.368
H -2.224 0.292 0.441
H -1.164 0.741 1.771
Cl 3.071 -0.244 0.235
H 2.945 0.225 -0.877
```

ORCA calculation (ωB97M-V with the def2-TZVPD basis set) on 3 unconnected molecules or ions with the total composition C34H67BN7O13P2S.

Values from the calculation:
HOMO-LUMO gap in eV: 6.7
E_HOMO in eV: -10.013
Calculated total energy in eV: -103475.316
Spin multiplicity: 1
Maximum force in eV/Å: 2.64
Net charge: +1

The geometry in XYZ format:
```
125
C34H67BN7O13P2S ωB97M-V with the def2-TZVPD basis set
C 3.776 1.563 -2.146
B 3.672 0.015 -2.350
O 4.317 -0.659 -3.345
N 2.773 -0.713 -1.344
C 3.426 -1.144 -0.082
C 4.201 -2.467 -0.198
C 5.658 -2.342 -0.677
C 6.541 -1.473 0.254
C 7.061 -0.163 -0.413
N 6.383 1.065 0.073
C 1.526 -0.893 -1.583
N 0.687 -1.500 -0.613
C -0.200 -0.446 -0.150
P -1.676 -1.195 0.702
O -2.033 -2.506 0.160
O -2.865 -0.150 0.791
O -1.166 -1.387 2.213
O -0.506 0.546 -1.126
C -0.428 0.079 -2.453
C -1.615 -0.870 -2.763
C -3.012 -0.274 -2.362
C -4.072 -0.342 -3.503
C -4.746 1.038 -3.620
S -5.751 1.352 -2.113
C -4.939 2.642 -1.264
N -5.516 3.446 -0.458
N -4.566 4.303 0.037
C -3.455 3.963 -0.491
O -3.612 2.925 -1.334
P -0.669 1.670 -3.519
N -1.699 1.243 -4.819
O 0.833 1.957 -4.205
N 0.936 -0.440 -2.768
C 1.030 -1.385 -3.909
C 0.971 -2.866 -3.586
C -0.165 -3.623 -3.790
C -0.225 -4.957 -3.500
C 0.875 -5.608 -2.984
C 2.024 -4.882 -2.817
C 2.067 -3.547 -3.113
H 4.048 1.822 -1.119
H 4.422 2.049 -2.878
H 2.758 1.958 -2.305
H 3.927 -0.446 -4.203
H 4.140 -0.349 0.178
H 2.723 -1.181 0.748
H 4.262 -2.870 0.820
H 3.641 -3.219 -0.760
H 5.734 -2.032 -1.724
H 6.070 -3.357 -0.643
H 5.906 -1.173 1.098
H 7.345 -2.064 0.694
H 6.821 -0.224 -1.482
H 8.148 -0.063 -0.357
H 6.142 1.619 -0.737
H 6.969 1.615 0.689
H 0.189 -2.293 -1.019
H 0.334 0.083 0.654
H -2.525 0.662 1.206
H -1.123 -2.344 2.356
H -1.688 -1.124 -3.821
H -1.500 -1.816 -2.223
H -2.890 0.747 -2.004
H -3.390 -0.942 -1.591
H -3.646 -0.653 -4.460
H -4.852 -1.064 -3.244
H -3.993 1.826 -3.636
H -5.407 1.096 -4.485
H -2.510 4.437 -0.289
H -1.788 2.049 -5.429
H -1.362 0.428 -5.329
H 0.918 1.348 -4.955
H 2.003 -1.222 -4.384
H 0.306 -1.170 -4.696
H -1.053 -3.140 -4.183
H -1.157 -5.486 -3.662
H 0.766 -6.658 -2.743
H 2.903 -5.388 -2.432
H 2.998 -3.011 -2.941
C 4.737 0.944 4.582
O 6.067 0.763 5.011
C 6.940 0.312 3.990
C 8.281 1.014 4.052
O 8.266 2.378 3.655
C 7.611 3.323 4.494
C 8.290 3.584 5.823
O 8.150 2.480 6.702
C 9.314 2.200 7.453
H 4.226 -0.022 4.486
H 4.222 1.539 5.335
H 4.693 1.483 3.628
H 6.508 0.461 2.993
H 7.091 -0.766 4.141
H 8.939 0.515 3.334
H 8.747 0.894 5.030
H 6.560 3.067 4.630
H 7.630 4.261 3.933
H 7.811 4.449 6.298
H 9.346 3.817 5.649
H 10.208 2.200 6.819
H 9.200 1.204 7.880
H 9.434 2.923 8.266
C -12.550 -0.413 2.693
O -11.270 -0.676 2.156
C -11.301 -1.324 0.896
C -10.260 -0.760 -0.050
O -10.527 0.547 -0.536
C -10.447 1.639 0.371
C -9.052 1.971 0.861
O -8.572 0.987 1.769
C -7.211 0.675 1.586
H -12.992 -1.327 3.104
H -12.430 0.312 3.498
H -13.219 0.016 1.941
H -12.290 -1.235 0.434
H -11.088 -2.388 1.062
H -10.256 -1.397 -0.939
H -9.259 -0.822 0.380
H -11.141 1.511 1.203
H -10.802 2.505 -0.195
H -9.084 2.927 1.396
H -8.382 2.072 0.001
H -6.981 0.514 0.528
H -7.006 -0.252 2.123
H -6.576 1.471 1.990
```

ORCA calculation (ωB97M-V with the def2-TZVPD basis set) on a molecular structure, CH2MgNaO.

Values from the calculation:
HOMO-LUMO gap (spin up / spin down) in eV: 2.2 / 1.9
E_HOMO (spin up / spin down) in eV: -9.598 / -9.450
Relative energy (zero: lowest compared OMol25 entry of this formula, charge and spin) in eV: 1.101
Calculated total energy in eV: -12966.451
Spin multiplicity: 1
Maximum force in eV/Å: 2.71
Net charge: +1

The geometry in XYZ format:
```
6
CH2MgNaO ωB97M-V with the def2-TZVPD basis set
C 0.604 -1.165 -0.226
O 0.599 0.064 -0.262
H -0.208 -1.631 0.390
Mg 2.149 -2.330 -1.178
Na -0.701 2.019 0.452
H -2.443 3.044 0.824
```

ORCA calculation (ωB97M-V with the def2-TZVPD basis set) on a molecular structure, C4H3ClIN.

Values from the calculation:
HOMO-LUMO gap (spin up / spin down) in eV: 7.4 / 7.8
E_HOMO (spin up / spin down) in eV: -7.420 / -10.385
<S²>: 2.0213
Relative energy (zero: lowest compared OMol25 entry of this formula, charge and spin) in eV: 0.000
Calculated total energy in eV: -26305.515
Spin multiplicity: 3
Maximum force in eV/Å: 2.39
Net charge: 0

The geometry in XYZ format:
```
10
C4H3ClIN ωB97M-V with the def2-TZVPD basis set
C 1.727 1.882 -0.107
C 1.512 0.564 0.048
C 2.767 -0.411 0.088
C 0.159 0.096 -0.223
N 1.805 3.028 -0.159
Cl 2.411 -2.144 0.131
I 4.701 0.158 -0.031
H -0.543 0.647 0.375
H 0.215 -0.914 0.203
H -0.265 0.011 -1.262
```

ORCA calculation (ωB97M-V with the def2-TZVPD basis set) on C6H13N in the gas phase.

Values from the calculation:
SMILES string: CCC(=CN)CC
HOMO-LUMO gap in eV: 8.7
E_HOMO in eV: -7.652
Relative energy (zero: lowest compared OMol25 entry of this formula, charge and spin) in eV: 1.335
Calculated total energy in eV: -7921.498
Spin multiplicity: 1
Maximum force in eV/Å: 2.35
Net charge: 0

The geometry in XYZ format:
```
20
C6H13N ωB97M-V with the def2-TZVPD basis set
C 0.757 1.936 0.455
C -0.320 0.856 0.578
C 0.038 -0.559 0.041
C 1.183 -1.098 0.477
N 1.899 -0.678 1.612
C -0.910 -1.373 -0.774
C -1.904 -0.573 -1.625
H 1.806 1.663 0.596
H 0.566 2.601 1.310
H 0.794 2.564 -0.435
H -1.048 1.175 -0.166
H -0.878 0.874 1.515
H 1.828 -1.744 -0.120
H 1.550 0.085 2.165
H 2.889 -0.578 1.425
H -1.527 -2.087 -0.196
H -0.319 -2.156 -1.289
H -1.446 0.290 -2.121
H -2.329 -1.144 -2.453
H -2.628 -0.054 -0.995
```